DFT (ωB97M-V with the def2-TZVPD basis set) results for a cluster of 6 separate species, C3H15O7S2 in total in a non-equilibrium geometry.

## Properties
charge = -2
orbital gap (spin up / spin down) = 2.246 / 8.139 eV
multiplicity = 2
strongest force on any atom = 1.88 eV/Å
E = -39357.82671 eV

Each atom is followed by the atoms it is bonded to, with distances in Å.
Atoms and positions in Å:
1 C -1.2614 0.6490 1.4944  C2 1.539, C5 1.524, H8 1.092, H9 1.102
2 C -1.2833 -0.2154 0.2214  C1 1.539, O3 1.258, O4 1.249
3 O -0.3859 -1.0636 -0.0196  C2 1.258
4 O -2.1277 0.1153 -0.6371  C2 1.249
5 C -0.3452 1.8668 1.5221  C1 1.524, S6 1.836, H10 1.096, H11 1.087
6 S 1.4852 1.8521 1.6624  C5 1.836, S7 2.039
7 S 2.3758 1.0767 -0.0002  S6 2.039, H12 1.329
8 H -2.2943 0.9783 1.6222  C1 1.092
9 H -1.0235 0.0168 2.3648  C1 1.102
10 H -0.5625 2.4536 0.6223  C5 1.096
11 H -0.7002 2.4923 2.3375  C5 1.087
12 H 2.0554 -0.2127 -0.0274  S7 1.329
13 H -0.2047 -1.9861 -1.3685  O15 1.001
14 H 0.4324 -1.9315 -2.8242  O15 0.962
15 O -0.2424 -2.3654 -2.2936  H13 1.001, H14 0.962
16 H 1.1009 -1.9543 2.0722  O18 0.972
17 H 1.6638 -0.6325 2.3703  O18 0.984
18 O 1.8488 -1.5792 2.5669  H16 0.972, H17 0.984
19 H 2.9107 -2.4756 1.2883  O21 0.975
20 H 2.8299 -2.8114 -0.2373  O21 0.956
21 O 3.3730 -2.9018 0.5437  H19 0.975, H20 0.956
22 H -0.6541 1.2783 -2.2521  O24 0.964
23 H -0.6434 -0.1647 -2.6213  O24 0.969
24 O -0.6064 0.7122 -3.0310  H22 0.964, H23 0.969
25 H -2.6168 1.6433 -1.3377  O27 0.989
26 H -2.3330 2.5772 -2.4444  O27 0.966
27 O -2.7910 2.5821 -1.5941  H25 0.989, H26 0.966